[1]
Computed, not measured: a single C4H6N2O molecule at a distorted geometry, with wB97M-V/def2-TZVPD.

Computed properties:
LUMO, eV: 0.5
SMILES: CC(=O)N(C)C#N
Total charge: 0
HOMO energy, eV: -10.56
2S+1: 1

Cartesian coordinates (Å):
1 C -1.7576 0.1146 -0.1675
2 C -0.4027 0.2241 -1.0342
3 O -0.4357 0.6017 -2.1872
4 N 0.6366 0.1967 -0.1735
5 C 0.7542 -0.6174 1.0342
6 C 1.9832 0.6423 -0.6338
7 N 3.0634 0.9950 -0.8612
8 H -2.0311 -0.9394 -0.1090
9 H -1.6884 0.5702 0.8209
10 H -2.5059 0.6708 -0.7364
11 H -0.1538 -1.1830 1.2497
12 H 1.5755 -1.3320 0.9297
13 H 0.9623 0.0564 1.8684

=====

[2]
Computed, not measured: C6H5ClFNO2S as an isolated structure at a distorted geometry, with wB97M-V/def2-TZVPD.

Computed properties:
LUMO (alpha / beta), eV: -1.7 / -1.7
Total charge: 0
HOMO energy (alpha / beta), eV: -8.85 / -8.85
2S+1: 1

Cartesian coordinates (Å):
1 C 1.0769 1.8154 -0.0851
2 C 1.6889 0.6443 -0.0015
3 C -0.3746 1.8310 0.0722
4 C -1.1681 0.6819 0.1445
5 C 0.9552 -0.6027 0.4266
6 C -0.5252 -0.5860 0.2014
7 N -1.2485 -1.7583 0.6400
8 O -0.5961 -2.6068 1.1710
9 O -2.4096 -1.8171 0.5860
10 F -0.9963 3.0147 0.2417
11 S -0.7926 -1.3632 -2.0028
12 Cl -2.9100 0.8218 0.0666
13 H 1.6828 2.6950 -0.4099
14 H 2.7535 0.5339 -0.2800
15 H 1.2183 -1.6521 -0.0317
16 H 1.1869 -0.7822 1.4713
17 H 0.4584 -0.8696 -2.2104

=====

Sequential ΔE to the lowest compared entry with this formula, charge and spin output: 179.8; 378.9 kJ/mol